{"formula": "C3H5ClS", "method": "the ωB97M-V functional and the def2-TZVPD basis", "charge": 0, "relative_energy_kcal_mol": 79.7, "molar_mass_da": 108.6, "smiles": "C=C=S.CCl", "max_force_ev_per_a": 8.28, "lumo_ev": -0.7075, "gap_ha": 0.296, "elements": ["C", "C", "S", "H", "H", "C", "Cl", "H", "H", "H"], "coordinates": [[-0.3724, 1.0427, -0.8477], [-0.9847, 1.9387, -0.0988], [-1.6944, 2.2225, 1.2457], [0.4480, 1.2412, -1.6142], [-0.8737, 0.1926, -1.2085], [0.6327, -1.1987, 0.3365], [0.1836, -2.4130, 1.5124], [1.3343, -0.8601, 0.8590], [1.1863, -1.8538, -0.3449], [0.1402, -0.3121, 0.1605]], "forces_ev_per_a": [[1.538, 2.783, -3.448], [0.252, -2.256, 0.583], [-0.433, 1.250, 0.420], [-0.759, 0.225, 1.532], [-1.252, -0.792, -0.057], [-1.094, -5.153, -2.139], [-1.789, -0.893, 1.014], [6.490, 3.323, 3.928], [-0.825, 1.054, -1.182], [-2.128, 0.459, -0.652]]}

---

{"formula": "C4H14N2O", "method": "the ωB97M-V functional and the def2-TZVPD basis", "charge": 0, "relative_energy_kcal_mol": 110.6, "molar_mass_da": 106.2, "smiles": "CN(C)CCN.O", "max_force_ev_per_a": 5.29, "lumo_ev": 0.6351, "gap_ha": 0.301, "elements": ["C", "N", "C", "C", "C", "N", "H", "H", "H", "H", "H", "H", "H", "H", "H", "H", "H", "H", "O", "H", "H"], "coordinates": [[0.0624, 0.8640, -2.2662], [-0.2534, -0.3923, -1.5899], [-1.6776, -0.7846, -1.5870], [0.2615, -0.8815, -0.3867], [1.2332, 0.2555, 0.2279], [1.4054, 0.1313, 1.6368], [1.0966, 1.1305, -2.0120], [-0.1628, 0.6911, -3.2355], [-0.6542, 1.5837, -1.7705], [-1.9303, -1.8844, -1.3703], [-2.4262, -0.1607, -2.2513], [-2.0828, -0.4898, -0.5419], [-0.5449, -1.1356, 0.3799], [0.8806, -1.7990, -0.2633], [2.0870, 0.2503, -0.4695], [1.0419, 1.3545, 0.0038], [0.8193, -0.4199, 2.2942], [2.3178, -0.1416, 1.9374], [-0.5547, 0.3786, 3.3182], [-0.9651, 1.1287, 3.7589], [0.0464, 0.3213, 4.1869]], "forces_ev_per_a": [[-0.619, 0.044, 5.251], [-2.251, -2.991, -1.742], [-2.249, 1.305, 1.858], [1.864, 2.190, 3.593], [-1.265, 0.285, -1.204], [1.474, -0.880, 1.802], [-0.445, 0.097, -0.775], [-0.299, 0.090, -3.282], [0.878, 0.257, -0.976], [0.767, 1.163, -1.728], [1.844, -1.765, 0.553], [0.340, 0.397, -1.073], [0.604, 0.890, -0.795], [-0.083, 0.160, -1.259], [0.850, -0.964, 1.107], [-1.334, -1.213, 0.346], [-0.146, 0.722, -2.105], [0.910, 0.092, -0.325], [1.434, 0.324, 4.664], [-1.235, 0.652, -0.958], [-1.039, -0.857, -2.951]]}

---

{"formula": "C45H33N6O2SV", "method": "the ωB97M-V functional and the def2-TZVPD basis", "charge": 1, "multiplicity": 2, "relative_energy_kcal_mol": 159.7, "molar_mass_da": 772.8, "max_force_ev_per_a": 3.27, "s_squared": 0.93, "lumo_ev": [-3.8312, -3.5461], "gap_ha": [0.246, 0.269], "elements": ["V", "C", "C", "C", "C", "C", "C", "C", "S", "O", "O", "N", "C", "C", "C", "C", "C", "C", "C", "C", "N", "C", "H", "H", "H", "H", "H", "H", "H", "H", "H", "H", "H", "H", "H", "N", "C", "C", "C", "C", "C", "C", "C", "C", "C", "C", "C", "C", "N", "C", "C", "C", "C", "N", "H", "H", "H", "H", "H", "H", "H", "H", "H", "H", "N", "C", "C", "C", "C", "C", "C", "C", "C", "C", "C", "C", "C", "C", "H", "H", "H", "H", "H", "H", "H", "H", "H", "H"], "coordinates": [[0.0804, -0.5960, 1.3658], [4.7014, 2.8837, -3.1016], [3.7667, 2.4173, -2.0267], [2.7748, 1.5399, -2.2502], [1.8989, 1.0684, -1.1743], [1.9621, 1.7345, 0.1734], [3.0853, 2.6934, 0.3121], [3.9264, 2.9687, -0.6917], [0.5266, 1.3360, 2.8085], [1.5344, 0.2289, 2.7573], [-0.7974, 0.6049, 2.7743], [-0.8434, 0.3886, 0.2436], [-3.2894, -0.0464, 0.3068], [-3.5653, 1.2678, 1.0586], [-5.0458, 1.3762, 1.2814], [-5.8156, 0.2971, 1.4006], [-5.2610, -1.0601, 1.3415], [-5.9064, -2.1686, 1.8735], [-5.2736, -3.4006, 1.8352], [-4.0172, -3.4872, 1.2609], [-3.3857, -2.4404, 0.7279], [-3.9956, -1.2647, 0.7691], [4.5173, 2.3684, -4.0420], [5.7348, 2.7008, -2.7997], [4.5947, 3.9578, -3.2645], [2.5832, 1.1525, -3.2432], [0.9521, 0.6447, -1.4871], [3.2001, 3.1897, 1.2661], [4.7229, 3.6865, -0.5310], [-3.0265, 1.4303, 1.9952], [-5.4617, 2.3732, 1.3743], [-6.8772, 0.3959, 1.5946], [-6.8843, -2.0601, 2.3264], [-5.7436, -4.2784, 2.2571], [-3.4769, -4.4273, 1.2212], [0.8988, 9.0318, 1.1866], [0.8427, 7.8844, 1.2009], [0.7887, 6.4533, 1.1880], [0.7200, 5.7295, 2.3699], [0.6854, 4.3412, 2.3377], [0.7195, 3.6590, 1.1272], [0.7963, 4.4040, -0.0566], [0.8216, 5.7812, -0.0359], [0.6757, 2.1342, 0.9622], [2.5006, 0.2622, 0.0161], [3.8971, -0.1145, 0.1107], [3.9418, -1.3714, 0.6154], [2.5954, -1.7719, 0.8491], [1.7521, -0.8341, 0.4924], [-0.6482, 1.7599, 0.3376], [-1.6622, 2.6018, 0.0692], [-3.0351, 2.0618, -0.1793], [-3.0053, 0.7346, -0.9523], [-1.9924, -0.0981, -0.3644], [0.6954, 6.2537, 3.3153], [0.6343, 3.8101, 3.2737], [0.8338, 3.8830, -1.0062], [0.8711, 6.3439, -0.9580], [4.7258, 0.4990, -0.1963], [4.8189, -1.9650, 0.8163], [2.2472, -2.7057, 1.2698], [-1.5435, 3.6696, 0.1512], [-3.7115, 2.8197, -0.5641], [-3.2938, 0.5692, -1.9828], [-0.3435, -2.0439, 0.6700], [-0.1142, -2.9982, -0.1623], [0.2175, -2.5970, -1.5717], [-0.6749, -1.9123, -2.3888], [-0.2758, -1.4714, -3.6435], [1.0126, -1.7131, -4.0965], [1.9033, -2.4116, -3.2929], [1.5080, -2.8567, -2.0422], [0.0709, -4.3948, 0.2435], [0.1429, -4.7158, 1.6058], [0.3739, -6.0182, 2.0044], [0.5195, -7.0211, 1.0535], [0.4225, -6.7179, -0.2973], [0.1967, -5.4145, -0.7049], [-1.6812, -1.7583, -2.0368], [-0.9798, -0.9366, -4.2689], [1.3121, -1.3860, -5.0841], [2.9088, -2.6155, -3.6387], [2.2064, -3.4014, -1.4193], [0.0206, -3.9230, 2.3341], [0.4463, -6.2621, 3.0563], [0.7056, -8.0402, 1.3654], [0.5265, -7.5038, -1.0335], [0.1100, -5.1881, -1.7584]], "forces_ev_per_a": [[0.587, 0.669, 1.595], [-0.046, -0.012, 0.064], [-0.210, -0.196, -0.242], [0.205, 0.140, -0.104], [0.094, -0.106, 0.169], [0.109, -0.302, -0.001], [0.167, 0.076, -0.050], [-0.097, 0.131, 0.254], [0.509, 2.213, 1.058], [0.224, -0.592, 0.054], [-0.482, -0.250, 0.497], [-1.089, 0.620, -1.212], [0.382, 0.034, 0.468], [-0.046, -0.090, -0.050], [0.026, 0.103, -0.080], [-0.056, 0.091, 0.003], [0.148, -0.162, -0.038], [0.036, 0.112, -0.081], [-0.045, -0.082, 0.059], [0.037, 0.045, -0.088], [0.036, 0.044, -0.119], [-0.136, -0.084, -0.094], [0.000, 0.012, -0.005], [0.017, 0.024, -0.051], [0.033, 0.005, -0.003], [0.000, 0.012, -0.008], [-0.039, -0.013, 0.087], [0.027, -0.014, 0.025], [0.015, -0.037, 0.037], [0.092, 0.012, -0.045], [-0.056, -0.031, 0.048], [0.008, 0.022, 0.017], [-0.006, -0.011, -0.006], [0.012, -0.004, -0.019], [-0.084, -0.020, 0.018], [-0.020, -0.071, 0.022], [0.012, 0.297, 0.034], [-0.003, -0.259, -0.081], [0.017, 0.099, -0.018], [-0.034, -0.101, -0.128], [-0.036, 0.094, 0.007], [0.007, -0.089, 0.050], [0.009, -0.027, 0.022], [-0.183, 0.106, 0.191], [0.009, 0.431, -0.213], [-0.073, -0.229, 0.155], [0.333, 0.148, -0.091], [-0.246, 0.232, -0.275], [1.725, -0.381, -0.628], [-0.210, 0.724, -0.186], [-0.052, -0.157, 0.069], [0.074, -0.018, -0.023], [0.166, 0.347, -0.206], [-0.871, -0.540, -0.330], [0.005, -0.026, 0.012], [-0.015, 0.034, 0.071], [-0.003, 0.042, -0.024], [0.019, 0.007, 0.005], [0.021, -0.018, 0.002], [-0.014, -0.012, -0.024], [0.007, -0.006, 0.025], [0.089, 0.009, 0.026], [-0.059, -0.043, 0.021], [0.057, -0.018, -0.004], [-0.922, -3.045, -0.740], [0.173, 0.335, -0.326], [0.099, -0.048, -0.039], [-0.030, -0.190, 0.102], [-0.037, 0.041, 0.003], [-0.032, -0.002, -0.026], [0.078, -0.018, 0.029], [-0.090, 0.046, 0.047], [-0.266, -0.204, 0.335], [0.021, 0.078, -0.171], [0.005, -0.035, 0.105], [-0.001, 0.005, -0.063], [0.019, -0.083, 0.051], [-0.047, 0.116, 0.031], [-0.052, 0.099, 0.019], [-0.003, -0.058, -0.024], [0.015, 0.036, 0.026], [-0.018, -0.004, -0.015], [0.019, -0.032, -0.016], [0.002, -0.058, 0.056], [-0.023, 0.034, -0.001], [-0.006, 0.005, 0.009], [-0.020, 0.021, -0.016], [0.015, 0.026, -0.014]]}

---

{"formula": "C12H23N2O2P2Zr", "method": "the ωB97M-V functional and the def2-TZVPD basis", "charge": 3, "relative_energy_kcal_mol": 24.7, "molar_mass_da": 380.5, "max_force_ev_per_a": 3.51, "lumo_ev": [-14.1060, -14.1057], "gap_ha": [0.149, 0.149], "elements": ["Zr", "P", "C", "C", "N", "C", "C", "C", "C", "C", "P", "H", "H", "H", "H", "H", "H", "H", "H", "O", "H", "H", "O", "H", "C", "H", "H", "H", "C", "H", "H", "H", "C", "H", "H", "H", "C", "H", "H", "H", "N", "C"], "coordinates": [[0.8803, -0.6554, 0.4978], [0.8206, 1.1624, 2.4105], [-0.9760, 0.9953, 2.4200], [-1.5721, 1.1053, 1.0985], [-0.8394, 0.5938, 0.0168], [-1.3082, 0.8356, -1.2352], [-2.5161, 1.5047, -1.4329], [-3.3309, 1.9307, -0.3725], [-2.8535, 1.6308, 0.8840], [-0.5799, 0.3488, -2.4655], [0.5747, -1.0441, -2.2539], [-3.3849, 1.8718, 1.7968], [-2.9104, 1.7276, -2.4297], [-4.3471, 2.3696, -0.4698], [-1.2737, 0.0115, -3.2478], [-0.0154, 1.1667, -2.9317], [-0.9213, -1.0701, 2.5814], [-1.5311, 1.3612, 3.2881], [1.1674, -5.7945, -0.3842], [-0.4413, -1.7411, 2.0641], [-1.1316, -2.3658, 1.6928], [-0.1218, -1.6458, -0.7353], [2.0350, -5.3656, -0.5367], [1.9623, -4.7243, 0.1988], [-0.0037, -2.5598, -3.0455], [-0.4134, -2.3000, -4.0274], [0.8684, -3.2347, -3.1503], [-0.7942, -3.0263, -2.4348], [2.1042, -0.6312, -3.1404], [2.8286, -1.4432, -2.9552], [1.8638, -0.5893, -4.2174], [2.5072, 0.3391, -2.8075], [0.8250, 2.9844, 2.2618], [0.1558, 3.3830, 3.0410], [1.8447, 3.3757, 2.3505], [0.3976, 3.2319, 1.2845], [1.3739, 0.8688, 4.1523], [2.4609, 1.0591, 4.1946], [0.8768, 1.5339, 4.8835], [1.2067, -0.1788, 4.4576], [2.4850, 1.9843, -0.8795], [2.0272, 0.9938, -0.4219]], "forces_ev_per_a": [[0.754, -0.752, -0.779], [0.299, 0.562, 1.983], [-0.622, 2.261, -2.611], [0.768, -1.497, 1.211], [-0.802, 0.591, -0.865], [0.407, -0.313, 0.354], [-1.517, 1.175, -0.020], [-0.100, -0.608, 0.141], [-0.232, 0.599, 1.181], [0.020, -0.303, -0.043], [1.172, 0.102, 0.005], [-0.351, 0.122, -0.163], [0.537, -0.337, 0.096], [0.979, -0.224, -0.285], [-0.239, 0.238, 0.266], [-0.011, 0.085, 0.243], [-0.014, -0.816, 0.191], [-0.317, -0.669, 0.004], [0.670, -0.431, -0.596], [-1.063, -0.719, -0.768], [0.936, 0.636, 0.819], [-0.261, 0.181, 0.208], [-1.493, 0.866, 0.989], [0.781, -0.435, -0.357], [-0.290, -0.112, 0.417], [0.174, -0.152, 0.016], [-0.508, 0.226, 0.024], [0.331, 0.008, -0.372], [0.192, 0.158, -0.035], [-0.188, 0.363, -0.185], [0.086, -0.114, 0.274], [-0.141, -0.501, -0.151], [-0.400, 0.145, -0.523], [0.448, -0.065, -0.118], [-0.148, -0.108, 0.014], [0.307, 0.160, 0.080], [0.086, -0.405, -0.084], [-0.392, -0.043, -0.058], [0.107, -0.176, -0.537], [0.088, 0.375, -0.136], [-1.133, -2.297, 1.095], [1.077, 2.228, -0.925]]}